{"formula": "C38H44As2Cl3N3O5OsS2", "method": "the ωB97M-V functional and the def2-TZVPD basis", "total_charge": 2, "multiplicity": 5, "homo_energy_ev": [-12.558, -13.605], "e_above_lowest_ev": 0.724, "total_energy_ev": -238191.4985, "orbital_gap_ev": [7.2, 5.5], "elements": ["Os", "Cl", "C", "C", "C", "Cl", "C", "O", "C", "Cl", "C", "H", "H", "S", "C", "C", "C", "C", "C", "C", "As", "C", "C", "C", "C", "C", "C", "C", "C", "C", "C", "C", "C", "H", "H", "H", "H", "H", "H", "H", "H", "H", "H", "H", "H", "H", "H", "C", "C", "As", "C", "C", "C", "C", "H", "H", "H", "H", "H", "H", "H", "H", "H", "H", "H", "H", "H", "H", "H", "C", "C", "S", "O", "O", "C", "C", "N", "C", "N", "C", "C", "N", "O", "O", "C", "H", "H", "H", "H", "H", "H", "H", "H", "H", "H", "H", "H", "H"], "xyz": [[0.71954, -0.53206, 1.25127], [-4.29893, -3.70804, 6.07066], [-3.09865, -3.19706, 5.00237], [-2.03268, -2.50670, 5.55719], [-0.98065, -2.14966, 4.71728], [0.38622, -1.31489, 5.27258], [-1.06815, -2.40045, 3.31624], [-0.10798, -1.97191, 2.58106], [-2.20462, -3.08313, 2.79303], [-2.30064, -3.37461, 1.08176], [-3.17355, -3.52066, 3.62343], [-1.99750, -2.32943, 6.65398], [-4.05829, -4.03726, 3.31883], [2.74594, -0.57854, 2.23119], [3.94343, 0.47082, 1.49764], [5.23417, 0.45841, 1.92615], [6.13808, 1.32840, 1.40645], [5.79705, 2.29951, 0.45909], [4.44916, 2.34569, 0.04999], [3.53774, 1.42035, 0.56481], [1.71489, 1.44103, 0.10576], [0.90834, 3.18843, 0.29986], [0.83018, 4.12778, -0.74024], [0.27066, 5.36625, -0.53867], [-0.16051, 5.76148, 0.72497], [0.02354, 4.89073, 1.76969], [0.51624, 3.59679, 1.56044], [1.73483, 0.95283, -1.70703], [2.79356, 0.21900, -2.23436], [2.68958, -0.22020, -3.58401], [1.57277, 0.09026, -4.32980], [0.51660, 0.79611, -3.76003], [0.58576, 1.20767, -2.42449], [5.62298, -0.26636, 2.62852], [7.20971, 1.34410, 1.72304], [6.57814, 2.98155, 0.03236], [4.11533, 3.15632, -0.60510], [1.14131, 3.89938, -1.75450], [0.18235, 6.01195, -1.35190], [-0.49048, 6.76796, 0.84352], [-0.34633, 5.13949, 2.78729], [0.51357, 2.92474, 2.39661], [3.69955, 0.05905, -1.70511], [3.51945, -0.74333, -4.06527], [1.59538, -0.21642, -5.39448], [-0.41886, 1.01765, -4.33210], [-0.24470, 1.72394, -1.97641], [1.25079, -5.16833, 1.78398], [0.97852, -4.68581, 0.37577], [1.42464, -2.86507, -0.20250], [3.42228, -2.89983, -0.33798], [4.15437, -4.21427, -0.54306], [0.78836, -2.73064, -2.02911], [1.46136, -3.47919, -3.14060], [1.04121, -6.23896, 1.92331], [0.64228, -4.63848, 2.56322], [2.30939, -5.18729, 2.01130], [-0.05009, -4.80157, 0.10078], [1.53331, -5.37386, -0.33786], [3.76069, -2.48009, 0.65104], [3.65694, -2.14345, -1.11293], [3.96919, -4.99164, 0.21746], [5.25382, -4.13906, -0.49751], [3.96442, -4.59631, -1.54148], [0.60090, -1.73367, -2.27594], [-0.27171, -3.13446, -1.79237], [2.33898, -2.97845, -3.54737], [0.80693, -3.71823, -3.97838], [1.84464, -4.44876, -2.87673], [-3.20566, 5.05401, -3.15534], [-3.99082, 4.21673, -2.12807], [-3.34057, 2.62719, -1.78282], [-3.30325, 1.86367, -2.98684], [-2.21751, 2.73048, -0.89647], [-4.72317, 1.95904, -0.86607], [-4.52874, 0.48192, -0.61636], [-3.44138, 0.23270, 0.38101], [-2.18120, -0.13574, -0.00511], [-1.36570, -0.11284, 1.00966], [-2.13603, 0.15744, 2.09649], [-3.42183, 0.42129, 1.72614], [-4.50361, 0.66127, 2.61616], [-5.52697, 1.07330, 2.11248], [-4.30785, 0.46430, 3.79360], [-1.86143, -0.67248, -1.37759], [-3.60854, 6.07302, -3.20870], [-3.27673, 4.60090, -4.14466], [-2.14613, 5.08851, -2.81684], [-5.00160, 4.11511, -2.53622], [-4.01840, 4.68169, -1.13970], [-5.53342, 2.05989, -1.56785], [-4.89179, 2.49003, 0.04511], [-4.20496, 0.00585, -1.57335], [-5.46041, 0.04470, -0.28039], [-1.74919, 0.07205, 3.12764], [-2.42052, -1.56296, -1.53993], [-0.85330, -0.95468, -1.27009], [-1.96398, 0.07408, -2.17243]], "forces_ev_per_a": [[0.47, -0.32, -0.06], [-0.42, -0.17, -0.09], [0.18, -0.16, 0.11], [1.38, 0.38, 0.45], [-1.19, -0.02, 1.16], [0.02, -0.01, 0.19], [1.85, 0.89, -1.09], [-0.90, -0.45, 0.25], [-0.08, -0.51, -0.71], [0.04, 0.12, 0.52], [-0.49, 0.34, 0.82], [0.01, -0.02, -1.04], [-0.22, -0.28, -0.50], [-0.10, -0.71, 0.48], [-1.55, 0.49, -0.47], [1.09, -1.13, 0.79], [2.35, 1.75, -0.78], [-0.41, 0.01, -0.42], [0.57, 0.41, 0.18], [0.95, 0.80, 0.16], [-0.92, -0.26, 0.73], [0.50, 0.52, -0.28], [0.02, -0.79, -0.47], [0.01, -0.66, 1.23], [0.95, -0.28, -0.64], [-0.88, -0.53, 1.35], [-0.47, 0.42, 0.06], [0.22, -0.33, -0.11], [-0.77, -0.03, -2.08], [0.70, 0.45, 1.28], [-0.05, -0.13, -0.92], [-1.15, 0.20, -0.14], [-0.05, -0.36, -1.40], [-0.39, -0.11, 0.21], [-1.12, -0.38, -0.08], [-1.03, -0.67, 0.55], [0.06, -0.40, 0.03], [0.12, -0.24, 0.12], [-0.09, 1.04, -1.20], [-0.48, 0.42, 0.33], [0.50, -0.05, -0.81], [0.22, -0.32, 0.31], [0.56, -0.14, 0.54], [-0.22, 0.13, 0.30], [-0.41, 0.29, 0.79], [1.03, -0.20, 0.43], [-0.21, 0.24, 0.10], [-0.41, -0.08, 0.98], [0.81, -1.17, -1.37], [1.56, 0.61, 0.56], [0.30, 0.87, 1.36], [0.43, -0.63, -0.26], [-2.16, -2.37, 1.07], [0.56, -0.63, -0.67], [-0.52, 0.23, -0.48], [0.83, -0.26, -0.62], [0.27, 0.75, 0.27], [-0.73, -0.09, -0.02], [-0.49, 0.90, 0.64], [-0.38, -0.17, -0.99], [-0.02, -0.48, 0.37], [-0.47, 0.35, -0.35], [-0.35, 0.62, -0.01], [-0.20, -0.40, -0.02], [0.12, 1.71, -0.33], [1.32, 0.31, -0.85], [-0.12, 0.37, 0.08], [-0.25, 0.44, -0.02], [0.06, -0.54, 0.61], [0.84, -0.35, 0.73], [-0.18, 1.20, -0.53], [-1.82, 0.73, 0.65], [0.81, -0.79, -1.01], [0.92, -0.14, 0.07], [0.52, -0.58, -0.43], [0.81, -0.42, -0.27], [-0.42, -0.33, -1.92], [-1.91, 0.28, -1.77], [0.23, -0.32, 0.71], [0.20, 0.34, 2.20], [1.91, -0.69, 0.36], [-0.26, 0.36, -0.13], [-0.41, 0.02, -0.10], [0.06, -0.10, 0.05], [-0.24, 1.61, 1.15], [0.10, -0.33, 0.14], [0.13, 0.02, 0.10], [-0.56, 0.20, -0.51], [0.03, -0.34, 0.41], [-0.14, 0.21, -0.13], [-0.59, 0.13, -0.02], [-0.18, 0.52, 0.50], [-0.35, 0.18, 0.87], [0.01, -0.17, 0.15], [-0.30, 0.46, -0.86], [-0.69, -0.63, -0.37], [1.28, -0.30, -0.28], [-0.15, -0.35, 0.13]]}